85
Properties=species:S:1:pos:R:3:forces:R:3 method="wB97M-V/def2-TZVPD" gap_ev=8.33 e_lumo_ha=0.0074 multiplicity=1 homo_energy_ev=-8.13 charge=0 smiles="Cc1ccc(C[C@H]2OC(=O)[C@@H](Br)[C@@H]2CCCF)cc1.BrCCBr.BrCCBr.BrCCBr.BrCCBr.BrCCBr.BrCCBr"
C 5.5659 -2.8885 3.3884 -0.1 1.2 -0.5
C 4.0733 -2.2232 3.1802 -4.2 1.6 -0.5
C 3.3552 -2.1701 1.6871 -1.8 1.5 2.9
C 1.8779 -1.4719 1.4367 1.8 -0.2 3.9
C 1.0053 -0.8160 2.6894 3.6 -1.8 0.1
C -0.4619 -0.1712 2.3054 0.2 0.0 0.4
C -1.7247 -0.8961 3.0548 -0.7 -1.5 0.3
O -2.8479 -0.7564 2.0744 -1.9 -2.6 -0.9
C -3.7249 -1.9675 1.9670 -2.2 -1.5 -2.1
O -4.5391 -2.3562 0.9832 5.7 3.3 6.4
C -3.3818 -2.6835 3.4319 0.0 2.1 -1.7
Br -4.1492 -4.4867 3.8262 0.7 1.4 -0.6
C -1.7244 -2.5204 3.3015 -1.3 0.1 0.3
C -0.9846 -3.1390 4.6415 0.4 0.7 -0.1
C 0.2521 -4.1641 4.3070 -0.1 -1.0 0.1
C -0.0639 -5.2380 3.0903 0.6 0.1 0.8
F 0.4284 -4.6988 1.7710 -1.4 -1.1 2.7
C 1.6699 -0.8816 4.1868 2.2 -1.6 -3.2
C 3.1790 -1.5585 4.4258 -1.0 -0.3 -3.6
H 5.6557 -3.9276 2.8477 -0.4 2.0 1.3
H 6.3291 -2.1607 2.8355 -1.6 -1.5 1.2
H 5.9100 -2.9239 4.5280 -1.1 -0.1 -2.5
H 3.9285 -2.6429 0.7730 -1.4 1.1 2.0
H 1.4353 -1.4384 0.3523 1.0 -0.1 2.4
H -0.5282 0.9917 2.5607 0.3 -2.6 -0.5
H -0.6490 -0.2897 1.1356 0.5 0.1 2.6
H -2.1176 -0.4678 4.0712 1.2 -0.2 -1.9
H -3.9027 -1.9157 4.1685 1.4 -1.8 -1.1
H -1.4699 -2.9747 2.2507 0.0 0.4 2.2
H -0.5352 -2.2343 5.2441 -0.9 -1.7 -1.2
H -1.7953 -3.6312 5.3659 1.8 0.9 -1.9
H 1.2816 -3.6432 4.0875 -2.2 -0.8 0.3
H 0.4288 -4.8276 5.2809 -0.4 1.4 -2.0
H 0.5475 -6.2240 3.3046 -1.2 2.1 -0.7
H -1.2150 -5.5075 3.0655 2.4 0.8 -0.5
H 1.0805 -0.4558 5.1077 1.8 -1.5 -2.2
H 3.6843 -1.5982 5.4950 -1.4 0.2 -2.4
Br 2.2671 0.8078 -1.8888 0.0 -0.1 0.0
C 2.0059 -0.5477 -3.2673 0.1 0.1 -0.1
C 0.5485 -0.9248 -3.3943 0.0 -0.2 -0.1
Br -0.0054 -2.1033 -1.9415 -0.1 0.1 -0.1
H 2.6523 -1.3920 -3.0112 -0.2 0.2 0.0
H 2.3671 -0.0868 -4.1908 -0.1 -0.1 0.1
H 0.3773 -1.5009 -4.3079 0.1 0.1 0.1
H -0.1254 -0.0638 -3.3810 0.3 -0.3 0.0
Br 6.2416 0.8087 3.9626 0.1 0.0 -0.1
C 6.8816 1.7459 2.3759 0.0 0.1 0.2
C 5.8998 1.6223 1.2344 0.0 0.0 -0.3
Br 6.0040 -0.1385 0.4007 0.0 0.1 0.1
H 7.8709 1.3414 2.1436 -0.3 0.1 0.0
H 6.9846 2.7898 2.6849 -0.1 -0.2 -0.1
H 6.1448 2.3289 0.4366 0.0 -0.1 0.2
H 4.8600 1.7701 1.5384 0.3 -0.1 0.0
Br -2.1573 1.4511 -3.9173 -0.2 0.2 0.0
C -3.7474 0.6472 -3.1229 0.1 0.0 0.3
C -4.0196 -0.7191 -3.7072 -0.2 -0.1 0.0
Br -4.8127 -0.5821 -5.4845 0.1 0.0 0.0
H -4.5693 1.3538 -3.2693 0.2 -0.2 -0.1
H -3.5247 0.5727 -2.0549 0.0 -0.1 -0.2
H -4.7598 -1.2551 -3.1067 0.2 0.2 0.0
H -3.1220 -1.3358 -3.8054 -0.2 0.2 0.1
Br -1.8286 1.8413 -7.7954 0.0 -0.1 -0.2
C -3.1050 2.4862 -9.1223 -0.1 0.2 0.1
C -4.1437 1.4355 -9.4378 -0.1 0.0 -0.2
Br -3.4185 0.0548 -10.6100 0.0 0.0 0.1
H -2.5263 2.8007 -9.9954 -0.2 -0.2 0.2
H -3.5705 3.3639 -8.6655 0.0 -0.2 -0.1
H -4.9771 1.8721 -9.9953 0.2 0.0 0.1
H -4.5318 0.9286 -8.5501 0.2 0.2 -0.2
Br -0.0031 1.2974 5.6912 -0.4 0.9 0.1
C -0.8291 3.0391 5.9910 0.1 0.0 0.3
C -2.3032 2.9009 6.2912 -0.2 0.2 -0.1
Br -3.3247 2.5462 4.6673 0.1 -0.1 0.1
H -0.6213 3.6474 5.1061 -0.1 -0.2 0.2
H -0.2985 3.4612 6.8489 -0.2 -0.1 -0.1
H -2.7072 3.8392 6.6813 0.1 -0.1 -0.1
H -2.5294 2.0933 6.9929 0.2 0.2 -0.2
Br -2.8245 5.9423 -7.2836 0.1 -0.1 0.0
C -1.1472 5.2378 -6.5792 -0.1 0.0 0.2
C -0.1048 6.3248 -6.4597 0.2 0.0 0.0
Br 0.6567 6.7678 -8.2004 -0.1 0.1 0.1
H -0.8451 4.4168 -7.2357 0.0 0.3 0.2
H -1.3995 4.8352 -5.5944 0.1 0.1 -0.1
H 0.7420 5.9828 -5.8582 -0.2 0.0 -0.1
H -0.4940 7.2547 -6.0360 0.0 -0.3 -0.1

93
Properties=species:S:1:pos:R:3:forces:R:3 method="wB97M-V/def2-TZVPD" gap_ev=8.50 e_lumo_ha=-0.0287 multiplicity=1 homo_energy_ev=-9.28 charge=0
C 1.0772 -4.6909 -0.0682 -0.1 0.5 -0.5
N 0.1146 -3.6226 -0.4050 0.5 0.2 -0.3
C 0.8964 -2.3821 -0.5555 -0.7 -0.1 0.0
C 0.0188 -1.1922 -0.8915 0.9 -1.1 0.4
C -0.8755 -1.2143 -1.9376 -0.3 -0.5 -0.7
C -1.6673 -0.1354 -2.2705 -0.3 -0.1 -0.2
C -2.6021 -0.2105 -3.4632 0.6 -0.1 -0.3
C -3.3077 -1.5490 -3.6262 -1.0 -0.1 -0.1
O -4.5100 -1.6689 -3.6092 0.7 0.3 0.0
C -1.5537 1.0173 -1.5059 -1.5 1.6 -0.3
C -2.3609 2.2977 -1.7770 0.9 -0.7 -0.6
P -1.2475 3.4508 -2.6948 0.7 0.5 0.8
O -0.8654 4.5909 -1.8742 -0.4 0.5 0.1
O 0.1389 2.6603 -3.0472 -1.1 0.1 -0.7
O -1.8896 3.8437 -4.1372 0.4 -1.0 0.6
C -0.6777 1.0659 -0.4625 0.3 -0.2 0.3
C 0.1123 -0.0370 -0.1787 0.4 1.1 1.2
C 1.0005 0.3402 0.9893 0.4 -0.2 -0.2
O 1.7946 -0.2911 1.6375 -0.5 0.2 -0.4
N 0.7472 1.7145 1.1818 -0.1 0.3 0.9
Br 1.2469 2.5273 2.7693 0.1 0.0 -0.3
C -0.3882 2.1832 0.5173 0.0 -0.3 -0.3
O -0.9736 3.2141 0.7411 0.3 -0.7 -0.1
H 0.7072 -5.6690 -0.3784 -0.1 0.1 0.3
H 2.0411 -4.5071 -0.5728 -0.3 -0.3 0.1
H 1.2689 -4.6509 1.0063 0.0 -0.2 -0.1
H -0.2948 -3.8101 -1.3141 -0.1 -0.3 0.1
H 1.6319 -2.4859 -1.3719 0.2 0.0 0.3
H 1.3887 -2.2034 0.4005 0.2 0.1 -0.3
H -0.9677 -2.0998 -2.5582 0.2 -0.1 0.2
H -3.3160 0.6103 -3.4788 -0.2 -0.3 0.1
H -1.9803 -0.0750 -4.3646 -0.1 -0.1 0.1
H -2.7024 -2.4638 -3.8097 0.2 0.4 0.1
H -3.2719 2.1027 -2.3388 0.0 0.2 0.2
H -2.5460 2.7211 -0.7907 -0.2 0.5 -0.4
H 0.1189 2.2785 -3.9333 0.3 -0.4 0.2
H -1.2333 3.6249 -4.8101 -0.3 0.3 -0.4
Br 4.2606 -5.0822 0.7871 0.3 -0.1 0.1
C 4.0381 -5.7530 2.6027 0.3 0.1 -0.1
C 4.3512 -7.2230 2.6875 -0.2 -0.2 0.1
Br 2.8965 -8.2972 1.9639 0.0 0.0 0.0
H 3.0238 -5.5145 2.9045 0.0 0.0 0.0
H 4.7366 -5.1772 3.2067 0.0 -0.1 0.0
H 4.4474 -7.5332 3.7257 0.0 0.1 0.0
H 5.2495 -7.4982 2.1450 0.0 0.1 0.0
Br 1.3173 6.9937 0.4094 0.0 0.0 0.1
C -0.6056 6.6988 0.3999 0.1 0.1 -0.2
C -1.3619 7.9796 0.6194 -0.1 -0.1 0.2
Br -1.3215 8.5301 2.4911 0.0 0.1 0.0
H -0.8126 5.9485 1.1565 0.0 0.0 0.0
H -0.8230 6.2855 -0.5803 0.0 0.0 0.0
H -2.4162 7.8434 0.3868 0.0 0.0 0.0
H -0.9690 8.8093 0.0401 0.0 0.0 0.0
Br -4.4975 7.6303 -7.6446 -0.1 0.0 0.0
C -4.5020 6.9781 -5.8100 0.2 0.2 -0.1
C -3.9221 5.5925 -5.7134 -0.3 -0.1 0.1
Br -5.1816 4.2459 -6.3388 0.2 0.0 0.0
H -5.5275 7.0325 -5.4585 0.0 -0.1 0.0
H -3.8911 7.6865 -5.2540 0.0 0.0 0.0
H -3.7211 5.3355 -4.6786 0.0 0.1 0.0
H -3.0146 5.4717 -6.2959 0.0 0.1 0.0
Br -1.2052 5.2563 7.7553 0.1 0.0 0.0
C -1.0631 5.7258 5.8709 -0.2 -0.1 0.2
C -0.4616 4.6062 5.0657 0.1 0.1 -0.2
Br 1.4663 4.4965 5.3222 0.0 0.0 0.1
H -0.4864 6.6436 5.8166 0.0 0.0 -0.1
H -2.0832 5.9206 5.5469 0.0 0.0 -0.1
H -0.5964 4.7871 4.0004 0.0 0.0 0.0
H -0.8684 3.6322 5.3193 0.0 0.0 0.1
Br 5.8787 -7.5164 6.9960 0.0 0.1 -0.1
C 4.9769 -5.8200 7.2959 0.2 -0.2 0.2
C 3.4891 -5.9987 7.4391 -0.1 0.2 -0.1
Br 2.6477 -6.3155 5.7142 -0.1 -0.1 0.1
H 5.2485 -5.1731 6.4672 -0.1 0.0 0.0
H 5.4025 -5.4250 8.2162 -0.1 0.0 0.0
H 3.0329 -5.0881 7.8219 0.0 0.0 0.0
H 3.2171 -6.8331 8.0776 0.1 0.0 0.0
Br 7.6881 -5.9685 3.3112 0.0 0.0 0.1
C 9.2599 -6.7709 4.1336 0.0 0.1 -0.2
C 9.4702 -8.1883 3.6692 0.0 -0.2 0.2
Br 8.2316 -9.4131 4.5349 0.0 0.0 -0.1
H 9.1269 -6.6936 5.2084 0.0 -0.1 0.0
H 10.0926 -6.1417 3.8257 0.0 0.0 0.0
H 10.4610 -8.5374 3.9525 0.0 0.1 0.0
H 9.3386 -8.3094 2.5986 0.0 0.1 0.0
Br -6.5460 1.0681 -7.2455 -0.1 -0.1 0.1
C -8.4805 1.1125 -7.4538 0.2 -0.1 -0.2
C -9.0038 2.5241 -7.4522 -0.2 0.0 0.2
Br -9.0442 3.2677 -5.6545 0.1 0.0 -0.1
H -8.8978 0.5045 -6.6574 0.0 0.1 0.0
H -8.6750 0.6347 -8.4119 0.0 0.0 0.0
H -10.0364 2.5477 -7.7943 0.0 -0.1 0.0
H -8.4069 3.1978 -8.0595 0.0 -0.1 0.0

79
Properties=species:S:1:pos:R:3:forces:R:3 method="wB97M-V/def2-TZVPD" gap_ev="7.22 / 5.77" e_lumo_ha="-0.0041 / -0.0839" multiplicity=5 homo_energy_ev="-7.33 / -8.05" charge=0
Co -0.2213 1.0390 -0.2692 -0.5 0.1 0.1
S -2.1902 3.0934 2.3128 0.1 0.0 -0.1
Sb 0.0711 3.4308 1.6777 0.0 0.0 -0.1
S 0.6760 0.9750 1.9954 0.0 0.1 -0.3
S 0.0569 3.3083 -0.7021 0.0 -0.2 0.3
C 3.5530 2.5524 -1.8677 0.0 0.0 0.0
Si 3.7903 2.1124 -0.0626 0.1 0.0 0.0
C 5.5202 1.3869 0.1040 0.0 0.0 0.0
C 3.7157 3.6552 1.0012 0.0 0.0 0.0
Si 2.3530 0.3846 0.6828 0.2 0.1 0.0
Si 3.4673 -0.9928 2.2463 -0.1 0.0 0.1
C 5.0179 -1.8754 1.6649 0.0 0.0 -0.1
C 2.2711 -2.2757 2.9078 0.0 0.0 0.0
C 3.9348 0.1920 3.6273 0.0 0.0 0.0
Si 1.7165 -0.9471 -1.1934 0.0 0.0 -0.1
C 0.9119 -0.0138 -2.6241 0.0 0.0 0.0
C 0.7067 -2.4317 -0.6818 -0.1 0.0 0.1
C 3.3877 -1.4928 -1.8509 0.0 0.0 0.0
H 4.2293 3.3751 -2.1174 0.0 0.0 0.0
H 2.5356 2.8731 -2.0859 0.0 0.0 0.0
H 3.8087 1.7097 -2.5141 0.0 0.0 0.0
H 6.2491 2.0583 -0.3584 0.0 0.0 0.0
H 5.6042 0.4150 -0.3868 0.0 0.0 0.0
H 5.7998 1.2598 1.1526 0.0 0.0 0.0
H 4.6442 4.2188 0.8725 0.0 0.0 0.0
H 3.6098 3.4265 2.0640 0.0 0.0 0.0
H 2.8967 4.3073 0.6953 0.0 0.0 0.0
H 4.8327 -2.5472 0.8264 0.0 0.0 0.0
H 5.3833 -2.4858 2.4958 0.0 0.0 0.0
H 5.8131 -1.1854 1.3822 0.0 0.0 0.0
H 2.1610 -3.1087 2.2109 0.0 0.0 0.0
H 1.2797 -1.8615 3.1004 0.0 0.0 0.0
H 2.6585 -2.6828 3.8460 0.0 0.0 0.0
H 4.4976 1.0513 3.2545 0.0 0.0 0.0
H 4.5580 -0.3198 4.3658 0.0 0.0 0.0
H 3.0453 0.5631 4.1390 0.0 0.0 0.0
H -0.1053 0.3642 -2.4728 0.0 0.0 -0.1
H 0.8394 -0.7048 -3.4702 0.0 0.0 0.0
H 1.5454 0.8209 -2.9243 0.0 0.0 0.0
H -0.2390 -2.1517 -0.2077 0.0 0.0 0.0
H 1.2649 -3.0334 0.0388 0.0 0.0 0.0
H 0.4771 -3.0672 -1.5413 0.0 0.0 0.0
H 4.0104 -0.6398 -2.1288 0.0 0.0 0.0
H 3.2390 -2.1029 -2.7462 0.0 0.0 0.0
H 3.9352 -2.0923 -1.1244 0.0 0.0 0.0
C -2.8439 -3.5531 2.5293 0.0 0.0 0.0
C -2.4733 -2.2972 2.9938 0.0 0.0 0.0
C -2.4171 -1.2212 2.1177 0.0 0.0 0.0
C -2.7330 -1.3765 0.7665 0.0 0.0 -0.1
C -3.1171 -2.6411 0.3187 0.0 0.0 0.0
C -3.1697 -3.7228 1.1907 0.0 0.0 0.0
Ge -2.5196 0.1575 -0.4599 0.3 0.0 0.2
C -3.8235 1.5150 0.1290 0.0 -0.1 -0.1
C -4.8048 1.2244 1.0798 0.0 0.1 0.0
C -5.7425 2.1797 1.4480 0.0 0.0 0.0
C -5.7259 3.4370 0.8566 0.0 0.0 0.0
C -4.7647 3.7390 -0.0971 0.0 0.0 0.0
C -3.8146 2.7881 -0.4494 -0.1 0.0 0.1
C -3.1213 -0.4562 -2.2297 -0.1 0.1 0.0
C -4.2507 0.0922 -2.8381 0.1 -0.1 -0.1
C -4.6643 -0.3388 -4.0942 0.0 0.0 0.1
C -3.9561 -1.3297 -4.7582 0.0 0.0 0.0
C -2.8328 -1.8895 -4.1648 0.0 0.0 0.0
C -2.4193 -1.4513 -2.9137 -0.1 0.1 0.0
H -2.8835 -4.3939 3.2104 0.0 0.0 0.0
H -2.2289 -2.1556 4.0397 0.0 0.0 0.0
H -2.1262 -0.2449 2.4928 0.0 0.0 0.0
H -3.3795 -2.7856 -0.7241 0.0 0.0 0.0
H -3.4705 -4.6965 0.8236 0.0 0.0 0.0
H -4.8261 0.2447 1.5447 0.0 0.0 0.0
H -6.4915 1.9424 2.1934 0.0 0.0 0.0
H -6.4595 4.1805 1.1420 0.0 0.0 0.0
H -4.7443 4.7198 -0.5558 0.0 0.0 0.0
H -3.0538 3.0411 -1.1782 0.0 0.0 0.0
H -4.8119 0.8663 -2.3263 0.0 0.0 0.0
H -5.5429 0.0988 -4.5518 0.0 0.0 0.0
H -4.2792 -1.6680 -5.7347 0.0 0.0 0.0
H -2.2780 -2.6661 -4.6778 0.0 0.0 0.0
H -1.5421 -1.8986 -2.4569 0.0 0.0 0.0